[1]
15
Properties=species:S:1:pos:R:3:forces:R:3 method="wB97M-V/def2-TZVPD" relative_energy_kcal_mol=38.5 multiplicity=2 lumo_energy_ev="0.73 / 0.65"
H -0.188133 0.274234 -1.375382 0.00 -0.04 0.12
H -2.754811 -0.296936 0.835664 -0.04 0.11 -0.21
H -1.127594 -1.718720 0.290803 -0.26 -0.18 0.44
C 1.610451 0.104642 -0.284137 0.05 0.40 -0.07
O 1.574236 1.528540 -0.336025 -0.14 0.12 0.01
H 2.419624 1.887067 -0.619643 0.02 -0.15 0.10
H 1.879949 -0.209856 0.726536 0.12 -0.14 0.05
H -1.735909 0.907647 1.391076 0.15 -0.17 0.04
C 0.242967 -0.436352 -0.664180 0.13 0.25 -0.69
C -0.705041 -0.744830 0.488395 0.70 0.27 -0.56
H 2.355999 -0.279987 -0.979449 0.09 -0.03 -0.02
N -1.852264 0.217516 0.604244 -0.09 0.31 0.80
H -0.103018 -0.722802 1.401493 -0.64 -0.17 0.08
H -2.009263 0.825551 -0.218854 -0.07 -0.33 -0.24
H 0.392807 -1.335715 -1.260539 -0.03 -0.25 0.13


[2]
15
Properties=species:S:1:pos:R:3:forces:R:3 method="wB97M-V/def2-TZVPD" relative_energy_kcal_mol=44.5 multiplicity=2 lumo_energy_ev="0.93 / -0.48"
H -3.303891 0.819559 -1.612268 -0.37 -0.30 -0.45
H -3.684302 -1.133181 -0.118684 -1.41 -1.61 -0.65
C -3.096079 0.807438 -0.553295 0.63 2.02 1.26
H -3.805967 1.609937 -0.042204 1.29 -1.81 -0.84
H 2.752848 -1.446633 0.395218 -0.61 -0.69 1.28
O 2.936760 0.036480 -0.724519 0.50 0.01 1.73
C 1.090468 -0.079189 0.677496 -0.50 0.38 3.21
H 2.189173 0.587249 -0.904428 0.11 0.89 -0.97
H -2.058461 -0.836309 0.195629 -1.15 0.14 -0.28
C 2.500251 -0.422821 0.686322 2.47 -0.53 -3.45
H -2.053062 1.219169 -0.479505 -1.02 0.05 -0.02
H 0.543955 0.175191 1.627073 0.45 -0.37 -1.26
N -3.017950 -0.475554 0.103068 2.06 1.50 0.98
H 3.298635 -0.110078 1.407435 -1.33 0.24 -0.16
H 0.784810 0.319564 -0.256724 -1.12 0.08 -0.38


no.,calculated total energy (hartree)
1,-250.1555
2,-250.1459